<P>
# C3H5N2O

2 unconnected molecules or ions with the total composition C3H5N2O (ωB97M-V with the def2-TZVPD basis set, the OMol25 dataset).

Geometry (Å):
O 0.874 0.892 -0.052
N 0.357 -0.355 -0.011
N 1.229 -1.232 -0.009
C 2.433 -0.628 -0.043
C 2.187 0.731 -0.071
C -2.046 -0.194 -0.075
H 2.815 1.602 -0.099
H -2.049 0.684 -0.698
H -2.171 -1.173 -0.525
H -2.129 -0.106 0.998
H 3.349 -1.182 -0.051

Summary:
Net charge: +1
Molar mass in g mol⁻¹: 85.1
HOMO-LUMO gap in eV: 7.90
Lowest unoccupied orbital energy in eV: -7.3

---

<Q>
# C3H5N2O

A gas-phase ion, C3H5N2O (charge +1) (ωB97M-V with the def2-TZVPD basis set, the OMol25 dataset).

Geometry (Å):
O -1.296 0.170 -0.760
N 0.877 0.603 -1.017
N 0.326 -0.835 0.798
C -0.621 -0.368 1.585
C -0.452 0.567 -1.552
C 1.198 -0.057 0.053
H 0.711 -1.636 1.203
H -0.387 0.766 -2.602
H 1.593 1.261 -1.383
H -1.121 0.579 1.250
H -0.829 -1.051 2.424

Summary:
Net charge: +1
Molar mass in g mol⁻¹: 85.1
HOMO-LUMO gap (spin up / spin down) in eV: 8.14 / 8.14
Lowest unoccupied orbital energy (spin up / spin down) in eV: -5.9 / -5.9

---

<R>
# C3H5N2O

A gas-phase ion, C3H5N2O (charge +1) (ωB97M-V with the def2-TZVPD basis set, the OMol25 dataset).

Geometry (Å):
O 2.998 -0.881 -0.082
N -0.290 -1.324 0.176
N 1.866 -0.744 0.146
C 0.355 0.951 -0.283
C -0.713 -0.008 0.099
C 0.889 -1.682 0.394
H -1.488 0.201 -0.649
H 0.660 1.701 0.441
H 1.111 -2.800 0.690
H 0.556 1.104 -1.275
H -1.224 0.386 0.994

Summary:
Net charge: +1
Molar mass in g mol⁻¹: 85.1
HOMO-LUMO gap (spin up / spin down) in eV: 8.27 / 8.27
Lowest unoccupied orbital energy (spin up / spin down) in eV: -7.1 / -7.1

---

In terms of stability, <Q> leads; the second structure lies 0.0426 hartree higher.

---

<P>
# C3H5N2O

A gas-phase ion, C3H5N2O (charge +1) (ωB97M-V with the def2-TZVPD basis set, the OMol25 dataset).

Geometry (Å):
O -2.240 0.920 -0.162
N 1.468 1.573 0.005
N 0.778 0.575 -0.125
C -1.907 -0.185 0.078
C -0.088 -0.358 0.435
C 0.857 -0.765 -0.772
H -2.201 -1.122 0.456
H 1.211 2.120 0.811
H 0.426 -1.046 -1.639
H 1.757 -1.175 -0.590
H -0.061 -0.538 1.503

Summary:
Net charge: +1
Molar mass in g mol⁻¹: 85.1
HOMO-LUMO gap (spin up / spin down) in eV: 9.10 / 9.10
Lowest unoccupied orbital energy (spin up / spin down) in eV: -6.1 / -6.1

---

<Q>
# C3H5N2O

A gas-phase ion, C3H5N2O (charge +1) (ωB97M-V with the def2-TZVPD basis set, the OMol25 dataset).

Geometry (Å):
O 1.041 2.035 -0.291
N -0.131 -1.002 -1.009
N 0.447 0.996 -0.274
C -0.492 -0.985 0.322
C -0.159 0.428 0.853
C 0.335 0.099 -1.319
H 0.830 0.293 -2.242
H 0.236 -1.663 0.754
H 0.386 0.339 1.859
H -1.372 -1.411 0.468
H -1.121 0.872 0.880

Summary:
Net charge: +1
Molar mass in g mol⁻¹: 85.1
HOMO-LUMO gap (spin up / spin down) in eV: 8.82 / 8.82
Lowest unoccupied orbital energy (spin up / spin down) in eV: -7.9 / -7.9

---

In terms of stability, <Q> leads; the second structure lies 0.0380 hartree higher.

---

<P>
# C5H8O3

A single C5H8O3 molecule (ωB97M-V with the def2-TZVPD basis set, the OMol25 dataset).

Geometry (Å):
O 2.290 0.452 -0.357
O -0.331 -0.488 -1.510
O -0.613 -2.677 0.222
C -1.500 0.925 0.153
C 1.104 0.371 0.362
C 0.913 -0.931 1.067
C -0.228 0.587 -0.607
C 0.109 -1.809 0.531
H -2.295 1.194 -0.543
H 1.091 1.224 1.042
H -1.830 0.080 0.754
H 1.509 -1.177 1.931
H 2.286 -0.258 -1.013
H -1.254 -0.725 -1.659
H 0.081 1.465 -1.192
H -1.331 1.769 0.819

Summary:
Net charge: 0
Molar mass in g mol⁻¹: 116.1
HOMO-LUMO gap in eV: 9.83
Lowest unoccupied orbital energy in eV: 0.7

---

<Q>
# C5H8O3

A single C5H8O3 molecule (ωB97M-V with the def2-TZVPD basis set, the OMol25 dataset).

Geometry (Å):
O 1.506 1.287 -0.325
O -1.496 1.421 -0.165
O 0.619 -1.314 -0.765
C -0.674 0.351 0.154
C 1.305 -0.795 0.425
C -1.375 -0.792 0.663
C 0.657 0.457 0.579
C -0.779 -0.965 -0.590
H 2.368 -0.718 0.015
H 0.792 0.586 1.684
H 1.650 2.418 0.054
H 1.202 -1.551 1.295
H -1.325 -1.235 -1.555
H -1.215 1.578 -1.003
H -0.935 -1.369 1.585
H -2.372 -0.395 0.577

Summary:
Net charge: 0
Molar mass in g mol⁻¹: 116.1
HOMO-LUMO gap in eV: 9.34
Lowest unoccupied orbital energy in eV: 0.5

---

<R>
# C5H8O3

A single C5H8O3 molecule (ωB97M-V with the def2-TZVPD basis set, the OMol25 dataset).

Geometry (Å):
O 0.681 1.468 -1.178
O -0.952 0.902 1.825
O 1.994 -1.137 -0.689
C 0.321 -0.993 1.020
C -1.497 0.530 -1.097
C 0.028 0.489 0.909
C 1.207 -1.648 0.280
C -0.345 0.837 -0.526
H -1.760 0.403 1.662
H 0.919 1.077 1.166
H -1.716 0.794 -2.118
H 1.834 -0.185 -0.788
H 0.418 1.680 -2.084
H -2.272 0.016 -0.559
H -0.240 -1.525 1.770
H 1.380 -2.708 0.406

Summary:
Net charge: 0
Molar mass in g mol⁻¹: 116.1
HOMO-LUMO gap in eV: 9.42
Lowest unoccupied orbital energy in eV: 0.6

---

In terms of stability, <P> leads; the second structure lies 0.0049 hartree higher.

---

<P>
# C5H8O3

A molecular structure, C5H8O3 (ωB97M-V with the def2-TZVPD basis set, the OMol25 dataset).

Geometry (Å):
O 0.509 -0.823 -0.243
O -0.914 -0.555 -3.426
O -0.053 1.442 1.547
C -0.251 -0.882 -2.410
C -0.753 0.212 1.361
C 1.231 0.841 1.296
C -0.349 -0.004 -1.186
C 0.669 -0.458 1.028
H 1.817 0.924 2.232
H 0.996 -1.380 1.791
H -1.445 -0.515 2.327
H -1.340 0.290 0.203
H -0.112 -1.930 -2.368
H -1.411 0.431 -0.845
H 1.453 1.180 0.307
H -0.047 1.226 -1.614

Summary:
Net charge: 0
Molar mass in g mol⁻¹: 116.1
HOMO-LUMO gap in eV: 9.48
Lowest unoccupied orbital energy in eV: 0.1

---

<Q>
# C5H8O3

A single C5H8O3 molecule (ωB97M-V with the def2-TZVPD basis set, the OMol25 dataset).

Geometry (Å):
O 0.301 1.485 1.878
O -0.324 -0.150 -2.057
O 1.023 0.157 -0.243
C -0.286 -0.232 0.199
C -0.604 0.529 1.446
C -0.283 -0.984 1.510
C -1.034 -0.778 -1.039
C 1.026 0.022 -1.687
H -0.898 -1.870 -1.120
H -1.019 -1.705 1.797
H 0.681 -1.146 1.998
H 1.170 1.178 1.574
H 1.564 -0.893 -1.976
H 1.334 0.964 -2.108
H -1.660 0.713 1.634
H -2.088 -0.516 -0.992

Summary:
Net charge: 0
Molar mass in g mol⁻¹: 116.1
HOMO-LUMO gap in eV: 10.32
Lowest unoccupied orbital energy in eV: 0.9

---

<R>
# C5H8O3

A molecular structure, C5H8O3 (ωB97M-V with the def2-TZVPD basis set, the OMol25 dataset).

Geometry (Å):
O -1.220 1.174 -0.866
O 2.427 -1.140 -0.884
O -0.034 0.107 1.307
C 2.031 1.189 -0.429
C 1.765 -0.282 -0.346
C 0.542 -0.710 0.487
C -2.440 -0.530 0.425
C -1.304 0.174 -0.248
H 2.945 1.375 -0.987
H -0.411 -0.802 -0.581
H -3.132 -0.859 -0.352
H 1.182 1.682 -0.910
H 2.089 1.607 0.578
H 0.586 -1.790 0.718
H -2.932 0.185 1.083
H -2.095 -1.379 1.006

Summary:
Net charge: 0
Molar mass in g mol⁻¹: 116.1
HOMO-LUMO gap in eV: 8.93
Lowest unoccupied orbital energy in eV: -0.6

---

<S>
# C5H8O3

2 unconnected molecules or ions with the total composition C5H8O3 (ωB97M-V with the def2-TZVPD basis set, the OMol25 dataset).

Geometry (Å):
O 2.272 -1.232 -1.053
O 2.814 -0.527 0.974
O 0.220 1.722 -0.716
C 0.137 -0.665 1.893
C -0.410 0.576 -0.963
C -1.873 0.455 -0.722
C 1.916 -0.932 0.064
C 0.438 -0.705 0.607
H -2.397 1.245 -1.270
H -2.103 0.560 0.343
H -2.243 -0.509 -1.064
H 2.289 -0.291 1.777
H 0.055 0.065 -1.798
H 0.013 -1.329 -0.289
H -0.232 2.228 -0.025
H -0.897 -0.660 2.243

Summary:
Net charge: 0
Molar mass in g mol⁻¹: 116.1
HOMO-LUMO gap (spin up / spin down) in eV: 6.83 / 6.82
Lowest unoccupied orbital energy (spin up / spin down) in eV: -1.1 / -1.1

---

In terms of stability, <Q> leads; the second structure lies 0.0278 hartree higher.

---

<P>
# C3H6N2O2S

A molecular structure, C3H6N2O2S (ωB97M-V with the def2-TZVPD basis set, the OMol25 dataset).

Geometry (Å):
S 2.620 -0.818 -0.596
O -0.872 2.086 0.550
O -2.977 1.099 0.610
N 0.370 -0.301 0.559
N -0.069 -1.261 -1.481
C 0.912 -0.756 -0.507
C -1.785 1.030 0.690
C -1.021 -0.368 1.003
H -1.251 -0.436 2.081
H 0.308 -0.690 -2.666
H -0.840 -0.200 -1.582
H 0.139 1.566 -0.053
H -1.355 -1.230 0.491
H 1.126 0.086 1.320

Summary:
Net charge: 0
Molar mass in g mol⁻¹: 134.2
HOMO-LUMO gap in eV: 8.14
Lowest unoccupied orbital energy in eV: -0.7

---

<Q>
# C3H6N2O2S

A single C3H6N2O2S molecule (ωB97M-V with the def2-TZVPD basis set, the OMol25 dataset).

Geometry (Å):
S 0.186 0.684 2.186
O 1.569 1.755 0.230
O 0.689 -0.319 -0.076
N -1.130 0.222 -2.137
N 1.138 -0.202 -1.432
C 0.937 0.806 0.635
C 0.094 0.131 -2.304
C -0.973 -0.695 2.166
H 0.461 0.272 -3.357
H -0.467 -1.697 2.216
H -1.698 -0.701 1.305
H -1.307 -0.060 -1.127
H 1.994 0.394 -1.462
H -1.492 -0.590 3.155

Summary:
Net charge: 0
Molar mass in g mol⁻¹: 134.2
HOMO-LUMO gap in eV: 10.51
Lowest unoccupied orbital energy in eV: 0.5

---

In terms of stability, <Q> leads; the second structure lies 0.1035 hartree higher.

---

<P>
# C9H21N3O3Sn

A molecular structure, C9H21N3O3Sn (ωB97M-V with the def2-TZVPD basis set, the OMol25 dataset).

Geometry (Å):
Sn 14.220 11.700 -8.969
O 16.676 12.005 -10.492
O 14.094 14.571 -9.612
O 11.598 13.068 -8.539
N 18.849 11.445 -10.290
N 13.338 16.454 -8.776
N 9.911 14.483 -8.839
C 9.965 14.746 -10.242
C 18.533 10.103 -9.747
C 13.644 15.651 -9.781
C 10.747 13.784 -8.078
C 13.705 16.217 -7.357
C 10.502 13.965 -6.588
C 17.847 12.271 -10.698
C 18.256 13.551 -11.353
C 13.307 16.087 -11.166
H 18.058 14.383 -10.678
H 12.383 16.665 -11.195
H 9.876 13.157 -6.209
H 10.373 15.751 -10.354
H 14.755 16.397 -7.127
H 14.125 16.685 -11.568
H 9.062 14.808 -8.399
H 17.642 13.958 -12.156
H 8.931 14.719 -10.584
H 13.063 15.215 -11.773
H 13.182 16.764 -6.573
H 12.925 17.342 -9.020
H 19.340 9.975 -9.026
H 10.577 14.088 -10.860
H 19.302 13.581 -11.659
H 11.425 13.799 -6.032
H 18.519 9.343 -10.529
H 19.810 11.736 -10.399
H 10.182 14.959 -6.276
H 13.556 15.160 -7.137
H 17.609 10.133 -9.169

Summary:
Net charge: +2
Molar mass in g mol⁻¹: 338.0
HOMO-LUMO gap in eV: 5.59
Lowest unoccupied orbital energy in eV: -10.1

---

<Q>
# C9H21N3O3Sn

A molecular structure, C9H21N3O3Sn (ωB97M-V with the def2-TZVPD basis set, the OMol25 dataset).

Geometry (Å):
Sn 1.024 5.019 -1.224
O -5.336 2.441 -1.834
O -0.214 -1.101 0.340
O 6.704 1.741 -0.188
N -1.134 -2.442 1.803
N 8.206 -0.009 -0.228
N -7.390 2.190 -0.919
C -6.418 1.857 -1.774
C 1.099 -2.975 0.896
C 7.602 1.067 0.338
C 8.041 1.495 1.681
C -0.198 -2.152 0.919
C -2.210 -1.525 2.236
C -6.605 0.516 -2.495
C 7.704 -0.551 -1.530
C -8.664 1.583 -0.754
H -7.272 3.024 -0.361
H 8.276 2.558 1.733
H 8.899 0.908 2.009
H -6.493 -0.202 -1.682
H 9.004 -0.481 0.172
H -2.397 -1.452 3.308
H 7.334 1.158 2.438
H 7.242 -1.522 -1.354
H 1.073 -3.989 1.294
H -5.757 0.258 -3.129
H 8.595 -0.749 -2.126
H -7.608 0.462 -2.918
H 1.386 -3.106 -0.147
H 6.950 0.080 -1.999
H -1.051 -3.307 2.319
H -2.020 -0.507 1.897
H -8.513 0.665 -0.186
H -9.168 1.183 -1.634
H 1.827 -2.393 1.462
H -3.140 -1.947 1.856
H -9.379 2.207 -0.218

Summary:
Net charge: +2
Molar mass in g mol⁻¹: 338.0
HOMO-LUMO gap in eV: 1.75
Lowest unoccupied orbital energy in eV: -11.7

---

In terms of stability, <P> leads; the second structure lies 0.1984 hartree higher.